{
  "formula": "C40H46LuN3O3P2S",
  "method": "the ωB97M-V functional and the def2-TZVPD basis",
  "charge": 2,
  "e_lumo_ev": -5.8,
  "homo_ev": -11.17,
  "de_lowest_kcal_mol": 0.0,
  "orbital_gap_ev": 5.414,
  "species": ["Lu", "C", "N", "C", "C", "O", "C", "O", "C", "C", "O", "N", "C", "C", "H", "H", "H", "H", "H", "H", "H", "H", "H", "H", "H", "H", "H", "H", "H", "H", "S", "C", "C", "C", "C", "C", "N", "H", "H", "H", "H", "C", "C", "P", "C", "C", "C", "C", "C", "C", "C", "C", "C", "C", "C", "C", "C", "P", "C", "C", "C", "C", "C", "C", "C", "C", "C", "C", "C", "C", "H", "H", "H", "H", "H", "H", "H", "H", "H", "H", "H", "H", "H", "H", "H", "H", "H", "H", "H", "H", "H", "H", "H", "H", "H", "H"],
  "coordinates": [[-0.43, -0.59, 1.06], [0.39, -0.84, 6.31], [-0.14, -0.04, 5.21], [-0.61, 1.31, 5.57], [-0.13, -0.40, 3.93], [-0.65, 0.29, 2.99], [0.29, -1.82, 3.57], [0.92, -1.87, 2.21], [2.32, -1.41, 1.99], [2.37, 0.03, 1.47], [1.36, 0.51, 0.83], [3.47, 0.72, 1.72], [3.52, 2.17, 1.47], [4.57, 0.11, 2.45], [0.03, -0.44, 7.23], [1.48, -0.84, 6.33], [0.06, -1.87, 6.24], [-0.22, 1.50, 6.58], [-1.72, 1.30, 5.65], [-0.28, 2.08, 4.85], [-0.58, -2.49, 3.38], [0.99, -2.23, 4.30], [2.75, -2.12, 1.26], [2.88, -1.54, 2.92], [2.96, 2.44, 0.56], [4.58, 2.41, 1.34], [3.12, 2.75, 2.31], [4.83, -0.82, 1.91], [4.33, -0.14, 3.48], [5.44, 0.78, 2.41], [-3.11, 0.08, 0.98], [-3.51, -1.22, 1.99], [-4.94, -1.35, 2.32], [-5.31, -2.24, 3.30], [-4.34, -3.07, 3.88], [-3.02, -2.97, 3.42], [-2.60, -2.07, 2.49], [-5.63, -0.73, 1.79], [-6.35, -2.35, 3.56], [-4.53, -3.78, 4.67], [-2.26, -3.74, 3.74], [-2.93, 1.30, -2.62], [-2.56, -0.20, -2.77], [-0.74, -0.42, -2.83], [-0.52, -1.34, -4.32], [0.13, -0.83, -5.46], [0.20, -1.60, -6.61], [-0.43, -2.84, -6.66], [-1.02, -3.38, -5.50], [-1.08, -2.63, -4.34], [-0.19, -1.67, -1.66], [1.07, -2.30, -1.86], [1.39, -3.45, -1.11], [0.60, -3.84, -0.01], [-0.69, -3.30, 0.10], [-1.08, -2.21, -0.69], [-1.80, 2.32, -2.85], [-0.34, 1.84, -1.80], [-0.33, 3.17, -0.57], [-1.17, 3.09, 0.56], [-1.05, 4.02, 1.60], [-0.12, 5.05, 1.44], [0.70, 5.19, 0.32], [0.57, 4.23, -0.70], [1.17, 2.06, -2.71], [2.21, 1.23, -2.35], [3.43, 1.26, -3.04], [3.55, 2.06, -4.19], [2.50, 2.92, -4.54], [1.27, 2.87, -3.87], [-3.43, 1.40, -1.64], [-3.66, 1.50, -3.43], [-3.05, -0.61, -3.68], [-2.97, -0.77, -1.93], [0.52, 0.20, -5.45], [0.76, -1.22, -7.45], [-0.44, -3.38, -7.59], [-1.45, -4.36, -5.50], [-1.68, -2.97, -3.47], [1.76, -1.96, -2.61], [2.25, -4.04, -1.39], [0.97, -4.57, 0.71], [-1.41, -3.78, 0.78], [-2.11, -1.89, -0.68], [-2.07, 3.35, -2.55], [-1.50, 2.33, -3.93], [-1.97, 2.34, 0.59], [-1.72, 3.97, 2.45], [-0.06, 5.79, 2.21], [1.43, 6.00, 0.25], [1.09, 4.36, -1.65], [2.02, 0.56, -1.52], [4.28, 0.66, -2.70], [4.49, 2.02, -4.74], [2.52, 3.56, -5.44], [0.39, 3.44, -4.27]],
  "lowdin_charge": [1.636, 0.001, -0.094, 0.018, -0.377, -0.140, -0.028, -0.291, -0.020, -0.356, -0.149, -0.097, 0.031, -0.004, 0.095, 0.108, 0.101, 0.097, 0.127, 0.109, 0.110, 0.136, 0.156, 0.126, 0.097, 0.100, 0.114, 0.114, 0.101, 0.116, 0.637, -0.772, -0.072, -0.057, -0.059, -0.156, -0.038, 0.094, 0.115, 0.100, 0.118, -0.290, -0.295, 0.941, -0.399, -0.071, -0.068, -0.052, -0.059, -0.100, -0.394, -0.048, -0.034, -0.060, -0.109, -0.259, -0.317, 0.889, -0.387, -0.126, -0.073, -0.088, -0.065, -0.088, -0.430, -0.140, -0.068, -0.063, -0.066, -0.087, 0.078, 0.116, 0.107, 0.043, 0.108, 0.108, 0.107, 0.103, 0.118, 0.116, 0.117, 0.119, 0.118, 0.053, 0.104, 0.091, 0.020, 0.106, 0.094, 0.111, 0.098, 0.062, 0.104, 0.112, 0.119, 0.127]
}